No. 1
{"formula": "C21H45N3", "method": "the ωB97M-V functional and the def2-TZVPD basis", "e_homo_ev": -8.51, "e_tot_ha": -991.435667, "homo_lumo_gap_ev": 9.42, "e_above_lowest_ev": 0.0892, "lumo_energy_ev": 0.9, "elements": ["C", "C", "C", "C", "C", "C", "C", "C", "N", "C", "N", "C", "C", "C", "C", "C", "C", "C", "C", "C", "C", "C", "N", "C", "H", "H", "H", "H", "H", "H", "H", "H", "H", "H", "H", "H", "H", "H", "H", "H", "H", "H", "H", "H", "H", "H", "H", "H", "H", "H", "H", "H", "H", "H", "H", "H", "H", "H", "H", "H", "H", "H", "H", "H", "H", "H", "H", "H", "H"], "coordinates": [[6.672551, 0.975918, -0.524262], [5.613251, 1.786730, -1.261682], [4.246671, 1.100739, -1.294526], [3.601996, 0.989593, 0.086733], [2.144565, 0.515502, 0.038976], [1.428134, 0.740066, 1.378562], [2.007448, -0.038058, 2.553184], [2.063661, -0.956462, -0.394825], [0.739709, -1.518145, -0.199967], [-0.203323, -1.093309, -1.206430], [-1.543061, -1.457068, -0.807784], [-2.564988, -0.867183, -1.652169], [-2.775399, 0.633141, -1.384730], [-3.962111, 1.108861, -2.231458], [-4.198161, 2.612881, -2.170778], [-2.970600, 0.874405, 0.120220], [-2.244272, 2.114771, 0.638647], [-2.289292, 2.235194, 2.162338], [-3.686577, 2.520935, 2.700457], [-1.661796, -2.897602, -0.716866], [-0.658281, -3.442372, 0.306631], [-1.000349, -2.914354, 1.704404], [-0.677311, -4.898631, 0.218368], [0.740607, -2.961065, -0.096995], [7.642629, 1.461737, -0.602811], [6.753405, -0.021401, -0.951572], [6.426960, 0.880486, 0.530025], [5.946360, 1.948105, -2.289925], [5.513805, 2.767135, -0.789972], [3.584683, 1.675512, -1.947597], [4.361838, 0.107076, -1.731077], [3.628920, 1.973891, 0.561463], [4.183724, 0.303877, 0.702671], [1.624028, 1.128972, -0.706126], [0.386566, 0.445391, 1.252293], [1.453862, 1.808382, 1.609040], [1.447940, 0.193911, 3.457043], [3.049148, 0.219982, 2.726505], [1.931842, -1.105886, 2.373735], [2.384948, -1.049719, -1.446578], [2.761066, -1.535922, 0.213684], [-0.151809, -0.008324, -1.291921], [0.050786, -1.536519, -2.207923], [-2.342743, -1.022423, -2.723454], [-3.503538, -1.382943, -1.431602], [-1.887013, 1.178292, -1.718204], [-4.865909, 0.589331, -1.903587], [-3.781182, 0.823691, -3.271408], [-4.988262, 2.895845, -2.863318], [-4.498865, 2.919305, -1.172937], [-3.294451, 3.153438, -2.443567], [-4.036507, 0.945567, 0.338636], [-2.573867, 0.005679, 0.648368], [-2.668878, 3.018237, 0.197737], [-1.197752, 2.058407, 0.330244], [-1.911210, 1.311771, 2.606434], [-1.622286, 3.045051, 2.468422], [-3.653949, 2.673158, 3.777164], [-4.359725, 1.692428, 2.497121], [-4.095597, 3.418801, 2.241235], [-2.678413, -3.147361, -0.401629], [-1.471049, -3.392531, -1.686207], [-0.933888, -1.831817, 1.699147], [-0.301088, -3.308532, 2.440181], [-2.009376, -3.209907, 1.986639], [-0.013177, -5.293428, 0.876398], [-1.597495, -5.247615, 0.466035], [1.465197, -3.263319, 0.663758], [1.017274, -3.450268, -1.048638]], "atomic_forces_ev_per_a": [[-0.1, 0.2, -0.1], [0.0, -0.2, -0.1], [0.1, 0.2, 0.2], [-0.2, -0.1, -0.4], [0.0, 0.0, 0.2], [0.1, 0.0, -0.1], [-0.1, 0.2, -0.2], [-0.1, 0.3, -0.1], [0.2, -0.1, 0.0], [0.0, 0.2, 0.0], [-0.1, -0.1, -0.2], [0.1, 0.2, 0.0], [-0.3, -0.3, 0.0], [0.3, 0.2, 0.0], [-0.1, -0.3, -0.1], [0.2, 0.2, -0.2], [-0.1, -0.2, 0.3], [-0.1, 0.2, -0.2], [0.2, -0.1, 0.0], [0.2, -0.1, 0.1], [0.0, 0.1, 0.1], [0.1, 0.0, -0.3], [0.0, -0.1, -0.1], [-0.2, -0.1, -0.1], [0.1, 0.0, 0.1], [0.0, -0.1, 0.0], [0.0, -0.1, 0.1], [0.0, 0.1, 0.0], [0.0, 0.1, -0.1], [-0.1, -0.1, -0.1], [0.0, 0.0, -0.1], [0.1, 0.0, 0.1], [0.1, 0.0, 0.1], [0.0, 0.0, 0.0], [-0.1, 0.1, 0.0], [-0.1, 0.1, 0.0], [0.0, 0.0, 0.1], [0.1, 0.0, 0.1], [0.0, -0.2, 0.0], [0.1, -0.1, 0.1], [0.0, 0.0, 0.0], [0.0, 0.0, -0.1], [0.0, 0.1, 0.2], [-0.1, 0.0, 0.0], [0.0, 0.0, 0.0], [0.0, 0.0, 0.0], [0.0, -0.1, 0.0], [-0.1, -0.1, 0.0], [-0.1, 0.1, 0.0], [0.0, 0.1, 0.1], [0.1, 0.1, 0.0], [-0.1, 0.0, 0.0], [-0.1, 0.0, 0.1], [0.0, 0.1, -0.1], [0.1, 0.0, -0.1], [0.1, 0.0, 0.0], [0.1, 0.0, 0.1], [-0.1, 0.0, 0.1], [-0.1, -0.1, 0.0], [-0.1, 0.1, 0.0], [0.0, 0.0, 0.0], [0.0, 0.0, 0.0], [0.0, 0.2, 0.1], [0.1, -0.1, 0.1], [-0.1, 0.0, 0.0], [-0.1, 0.0, 0.0], [0.1, 0.0, 0.0], [0.0, 0.0, 0.0], [0.0, 0.0, 0.0]]}

No. 2
{"formula": "C21H46BBrNO8S4", "method": "the ωB97M-V functional and the def2-TZVPD basis", "e_homo_ev": -4.08, "e_tot_ha": -5676.053764, "charge": -1, "homo_lumo_gap_ev": 5.81, "lumo_energy_ev": 1.7, "elements": ["C", "C", "C", "Br", "B", "C", "C", "N", "H", "H", "H", "H", "H", "H", "H", "H", "H", "H", "H", "H", "H", "H", "C", "C", "C", "S", "O", "O", "C", "H", "H", "H", "H", "H", "H", "H", "H", "C", "C", "C", "S", "O", "O", "C", "H", "H", "H", "H", "H", "H", "H", "H", "C", "C", "C", "S", "O", "O", "C", "H", "H", "H", "H", "H", "H", "H", "H", "C", "C", "C", "S", "O", "O", "C", "H", "H", "H", "H", "H", "H", "H", "H"], "coordinates": [[-2.347445, 1.061068, -4.094733], [-1.436117, 0.691887, -2.925957], [-0.245218, -0.221924, -3.265190], [0.210023, -1.108089, -1.495159], [-0.448086, -1.359809, -4.443567], [0.622763, -2.602238, -4.319276], [-0.218886, -0.649568, -5.920346], [-0.851150, -1.372357, -7.054173], [-1.821281, 1.636771, -4.854910], [-2.787685, 0.177727, -4.552766], [-3.162780, 1.691666, -3.724939], [-1.068398, 1.638024, -2.502253], [-2.028772, 0.239129, -2.130596], [0.653522, 0.379767, -3.431137], [-1.608793, -1.797627, -4.369810], [1.606269, -2.269037, -3.964292], [0.281970, -3.413506, -3.669759], [0.794363, -3.053214, -5.308282], [0.859220, -0.617368, -6.125122], [-0.572817, 0.384699, -5.975771], [-0.448349, -2.299237, -7.099730], [-1.825917, -1.506591, -6.817073], [1.052948, 0.333386, 3.062402], [0.009573, 0.396622, 4.184829], [-0.861074, 1.634084, 3.930352], [-0.831879, 1.896773, 2.144604], [-0.183537, 3.160492, 1.880952], [-2.140025, 1.641233, 1.591999], [0.284786, 0.559474, 1.765271], [1.567114, -0.623144, 3.059624], [1.797727, 1.122086, 3.199297], [-0.606341, -0.504271, 4.155831], [0.475130, 0.440717, 5.168684], [-1.896758, 1.508526, 4.236820], [-0.447084, 2.530429, 4.388246], [0.897917, 0.846156, 0.915218], [-0.318680, -0.305516, 1.493396], [5.272953, -4.550510, 4.042332], [5.514089, -3.624507, 5.243439], [4.974087, -2.239420, 4.866676], [3.644831, -2.528099, 3.683859], [4.013764, -1.954252, 2.420543], [2.383827, -2.211925, 4.301977], [3.831929, -4.307492, 3.606979], [5.438311, -5.596470, 4.295901], [5.952687, -4.291049, 3.228325], [4.976329, -4.006839, 6.113074], [6.569294, -3.571276, 5.507216], [4.560916, -1.694320, 5.711124], [5.719718, -1.629995, 4.359889], [3.607532, -4.631913, 2.593515], [3.116864, -4.736685, 4.307621], [2.596699, 5.104503, -2.547277], [1.909507, 4.223867, -1.495189], [1.766427, 2.818108, -2.090259], [3.131117, 2.630170, -3.251505], [2.609450, 2.515237, -4.586998], [4.095672, 1.683917, -2.756396], [3.782590, 4.293344, -3.052555], [2.914915, 6.060929, -2.132744], [1.909100, 5.306838, -3.371337], [2.522730, 4.184367, -0.592754], [0.935762, 4.618541, -1.209578], [1.837229, 2.031115, -1.343060], [0.841873, 2.699382, -2.651185], [4.180499, 4.621280, -4.009884], [4.579374, 4.241629, -2.310748], [-6.508750, 0.485702, 0.831324], [-5.065103, 0.211488, 1.273069], [-5.130772, -0.448365, 2.655053], [-6.706405, -1.313799, 2.724380], [-7.537236, -0.696329, 3.731466], [-6.499688, -2.739660, 2.748289], [-7.285860, -0.797231, 1.109686], [-6.561748, 0.762419, -0.220337], [-6.931927, 1.305160, 1.416963], [-4.586297, -0.463113, 0.561820], [-4.463485, 1.115635, 1.310446], [-4.338145, -1.172905, 2.822941], [-5.138711, 0.285649, 3.458761], [-8.365115, -0.672498, 1.156434], [-7.027084, -1.587845, 0.406021]], "atomic_forces_ev_per_a": [[-0.1, 0.1, 0.1], [0.2, 0.3, 0.0], [-0.4, -0.2, -0.1], [0.2, 0.1, 0.1], [0.1, -0.1, 0.0], [-0.1, 0.0, -0.2], [-0.1, -0.1, 0.4], [0.1, 0.3, -0.3], [0.0, -0.1, -0.1], [0.1, 0.0, -0.1], [0.0, 0.0, 0.0], [0.0, -0.1, 0.2], [-0.1, -0.1, -0.1], [0.0, -0.1, 0.0], [0.0, 0.1, 0.0], [0.0, 0.0, 0.0], [0.1, 0.0, 0.1], [0.0, 0.0, 0.0], [0.0, 0.1, 0.0], [0.1, 0.0, -0.1], [-0.1, -0.2, 0.1], [-0.1, -0.2, 0.1], [-0.1, 0.1, 0.0], [0.0, 0.1, 0.0], [0.0, -0.1, 0.1], [0.0, -0.1, 0.0], [0.0, 0.1, 0.0], [-0.1, 0.1, 0.0], [0.2, 0.0, 0.1], [-0.1, 0.2, -0.1], [0.0, 0.0, 0.0], [0.0, 0.0, 0.0], [0.0, 0.0, 0.0], [0.0, 0.0, 0.0], [0.0, 0.0, -0.1], [-0.1, 0.0, -0.1], [0.0, 0.0, -0.1], [0.0, 0.1, 0.0], [0.0, 0.0, 0.0], [0.1, -0.1, 0.1], [0.2, -0.3, 0.2], [-0.1, 0.1, -0.1], [-0.2, 0.0, 0.1], [0.1, -0.1, -0.1], [0.0, 0.0, 0.0], [0.0, 0.0, 0.0], [0.0, 0.0, 0.0], [0.0, 0.0, 0.0], [0.0, 0.0, 0.0], [0.0, 0.0, -0.1], [0.0, 0.1, 0.0], [0.0, 0.0, 0.0], [0.0, -0.1, 0.0], [0.0, 0.0, 0.0], [0.0, 0.1, 0.2], [0.0, 0.1, 0.1], [0.0, 0.0, -0.1], [0.0, -0.1, 0.0], [0.0, 0.1, 0.0], [0.0, 0.0, 0.0], [0.0, 0.0, 0.0], [0.0, 0.0, 0.0], [0.0, 0.0, 0.0], [0.0, -0.1, -0.1], [0.1, 0.0, -0.1], [0.0, -0.1, 0.0], [0.0, 0.0, 0.0], [0.0, 0.0, 0.1], [0.0, 0.0, 0.0], [0.1, 0.1, -0.1], [0.0, 0.0, -0.1], [0.0, 0.0, 0.0], [0.0, -0.1, 0.1], [0.0, 0.1, -0.1], [0.0, 0.0, 0.0], [0.0, 0.0, 0.0], [0.0, 0.0, 0.0], [0.0, 0.0, 0.0], [0.0, 0.0, 0.0], [-0.1, 0.0, 0.0], [0.0, 0.0, 0.1], [0.0, 0.0, 0.0]]}

No. 3
{"formula": "C21H46F4N9O4", "method": "the ωB97M-V functional and the def2-TZVPD basis", "e_homo_ev": -10.68, "e_tot_ha": -2020.635218, "charge": 1, "homo_lumo_gap_ev": 7.53, "lumo_energy_ev": -3.1, "elements": ["C", "C", "O", "N", "C", "N", "C", "N", "C", "C", "C", "N", "N", "N", "C", "F", "F", "C", "F", "F", "H", "H", "H", "H", "H", "H", "H", "H", "H", "H", "H", "H", "H", "C", "C", "C", "O", "C", "N", "H", "H", "H", "H", "H", "H", "H", "H", "H", "H", "H", "C", "C", "C", "O", "C", "N", "H", "H", "H", "H", "H", "H", "H", "H", "H", "H", "H", "C", "C", "C", "O", "C", "N", "H", "H", "H", "H", "H", "H", "H", "H", "H", "H", "H"], "coordinates": [[4.737611, -3.559263, 0.968716], [4.801077, -2.606467, -0.181873], [5.661867, -1.800590, -0.311002], [3.826056, -2.689027, -1.252478], [4.457358, -3.179293, -2.501802], [2.701298, -3.456912, -0.940640], [1.489252, -2.925365, -0.895583], [0.382431, -3.663566, -0.732760], [-0.622155, -2.804299, -0.766022], [-2.047199, -3.167706, -0.602526], [-2.560978, -2.907822, 0.810049], [-3.727472, -3.184812, 1.193634], [-0.191800, -1.554200, -0.931990], [1.183413, -1.597342, -0.998704], [1.935691, -0.345504, -1.119666], [2.835665, -0.271971, -0.154763], [0.993872, 0.606812, -0.905811], [2.549715, -0.048974, -2.526014], [2.021919, -0.936075, -3.410855], [3.878790, -0.179193, -2.515102], [5.358846, -4.427354, 0.756802], [5.172552, -3.047959, 1.821939], [3.737590, -3.876416, 1.239737], [5.174579, -2.433705, -2.821925], [3.686345, -3.281666, -3.256555], [4.965826, -4.130491, -2.346915], [2.770487, -4.452671, -0.774780], [-2.119943, -4.236886, -0.795124], [-2.672442, -2.661202, -1.335068], [-1.866723, -2.473897, 1.527122], [-4.256118, -3.588898, 0.415909], [-0.759595, -0.722980, -0.970582], [2.278570, 0.964126, -2.819721], [-7.286931, -7.342583, -0.962151], [-6.743917, -6.533226, -2.135206], [-5.213836, -6.523571, -2.228920], [-4.561188, -5.692360, -1.278904], [-4.377217, -6.259683, 0.006056], [-7.324382, -5.189444, -2.096017], [-7.194566, -6.799972, -0.020972], [-8.345578, -7.546835, -1.110576], [-6.767554, -8.297331, -0.861675], [-7.096083, -7.009020, -3.054838], [-4.931062, -6.121923, -3.204674], [-4.811778, -7.542225, -2.163521], [-4.172820, -7.332114, -0.039406], [-5.232119, -6.081807, 0.661730], [-3.510180, -5.765697, 0.446848], [-7.082334, -4.680780, -2.940811], [-6.890672, -4.671502, -1.337668], [3.255806, 4.804477, 1.876251], [3.417163, 4.502010, 3.362219], [3.848223, 3.060026, 3.654593], [2.816364, 2.097733, 3.509582], [2.560178, 1.675148, 2.191519], [2.185595, 4.880387, 4.058414], [2.330282, 4.400162, 1.470945], [3.215731, 5.882398, 1.722610], [4.095982, 4.412177, 1.297030], [4.214549, 5.144170, 3.747933], [4.155949, 2.993348, 4.700117], [4.713083, 2.778388, 3.038800], [3.480132, 1.631517, 1.599714], [1.838752, 2.328263, 1.689828], [2.133243, 0.672326, 2.251813], [2.320040, 4.802681, 5.061901], [1.467376, 4.198129, 3.834170], [0.358579, 7.688336, 1.490267], [0.678984, 7.102156, 0.119328], [0.017337, 7.833394, -1.053976], [-1.361704, 7.569842, -1.210273], [-2.227525, 8.345201, -0.401011], [0.360884, 5.671081, 0.134450], [-0.643145, 7.412685, 1.819935], [1.055376, 7.304665, 2.235287], [0.428975, 8.777331, 1.481357], [1.759377, 7.193089, -0.033207], [0.483573, 7.484671, -1.979641], [0.192074, 8.914951, -0.987552], [-1.840441, 9.358910, -0.265216], [-2.389109, 7.889545, 0.578774], [-3.186221, 8.403542, -0.914265], [0.681068, 5.244291, -0.730666], [-0.650697, 5.574611, 0.104028]], "atomic_forces_ev_per_a": [[-0.2, 0.2, 0.5], [-0.4, -0.1, -0.1], [0.7, 0.5, -0.2], [-0.3, -0.7, 0.0], [-0.1, 0.4, 0.0], [0.2, 0.1, 0.1], [0.1, 0.3, 0.0], [0.1, 0.1, 0.0], [0.1, 0.0, -0.1], [0.1, -0.2, 0.1], [-0.2, 0.0, 0.1], [0.2, 0.1, -0.3], [-0.5, -0.6, 0.1], [0.1, -0.1, 0.0], [-0.2, 0.0, 0.1], [0.0, 0.0, 0.0], [0.1, 0.1, 0.0], [0.1, -0.3, -0.1], [0.1, 0.1, 0.1], [-0.2, 0.1, 0.0], [0.0, -0.1, -0.1], [0.1, 0.0, 0.1], [-0.1, -0.1, 0.0], [0.1, 0.0, 0.0], [-0.1, 0.0, -0.1], [0.0, -0.1, 0.0], [-0.1, -0.1, -0.1], [-0.1, -0.1, -0.1], [0.0, 0.1, 0.0], [0.1, 0.0, 0.1], [-0.2, 0.0, 0.1], [0.4, 0.3, 0.0], [0.0, 0.1, 0.0], [0.0, -0.1, 0.0], [-0.1, 0.1, 0.2], [0.0, 0.0, -0.2], [0.1, 0.1, 0.1], [0.1, 0.1, 0.1], [0.2, 0.0, -0.1], [0.0, 0.0, 0.0], [0.0, 0.0, 0.0], [0.0, 0.0, 0.0], [0.0, 0.0, 0.0], [0.0, 0.0, 0.0], [0.0, 0.0, 0.0], [-0.1, 0.0, -0.1], [0.0, -0.1, 0.0], [0.0, -0.1, 0.1], [-0.1, 0.0, 0.0], [-0.1, 0.0, 0.1], [0.1, 0.0, -0.1], [-0.1, 0.0, -0.1], [0.1, 0.1, 0.1], [0.0, -0.1, 0.0], [-0.1, 0.0, 0.1], [0.1, -0.1, 0.1], [0.0, 0.0, 0.0], [0.0, 0.0, 0.0], [0.0, 0.0, 0.0], [0.1, 0.0, 0.0], [0.0, 0.0, 0.0], [0.0, 0.0, 0.0], [0.0, 0.0, 0.0], [0.1, 0.0, -0.1], [0.0, 0.0, 0.0], [0.0, 0.1, 0.0], [0.0, 0.1, -0.1], [0.1, 0.0, 0.0], [-0.1, 0.0, 0.2], [0.1, 0.0, -0.1], [-0.1, 0.0, 0.1], [0.0, 0.0, -0.1], [-0.1, -0.2, -0.2], [0.0, 0.0, 0.0], [0.0, -0.1, 0.0], [0.0, 0.0, 0.0], [0.0, 0.0, 0.0], [0.0, 0.0, 0.0], [0.0, 0.0, 0.1], [0.0, 0.0, 0.0], [0.0, 0.0, 0.0], [0.0, 0.0, 0.0], [0.1, 0.0, 0.0], [0.0, 0.0, 0.1]]}